[1]
143
Properties=species:S:1:pos:R:3 method="wB97M-V/def2-TZVPD" homo_ev=-8.8
C 2.145 1.457 2.205
C 2.280 2.753 2.044
C 3.522 3.467 1.551
C 3.550 4.909 2.061
C 2.254 5.739 1.931
C 1.701 5.948 0.508
C 0.632 4.968 0.025
C -0.662 4.926 0.887
C -1.173 3.489 0.889
C -2.568 3.277 1.487
C -2.737 1.748 1.737
C 4.655 2.673 2.305
O 5.085 2.876 3.369
N 5.101 1.618 1.484
C 4.584 1.748 0.118
B 3.782 0.548 -0.546
O 2.755 0.826 -1.412
O 4.109 -0.775 -0.359
C 3.251 -1.507 0.525
C 1.912 -1.899 -0.081
C 3.998 3.156 0.126
O 3.289 3.591 -0.951
F 5.196 3.964 0.059
H 1.160 1.051 2.017
H 2.923 0.809 2.569
H 1.423 3.332 2.334
H 4.360 5.498 1.646
H 3.749 4.833 3.128
H 2.506 6.732 2.303
H 1.477 5.387 2.602
H 1.234 6.935 0.502
H 2.554 6.011 -0.160
H 0.351 5.292 -0.973
H 0.984 3.947 -0.070
H -0.526 5.348 1.878
H -1.402 5.505 0.341
H -1.229 3.186 -0.158
H -0.498 2.788 1.372
H -2.672 3.781 2.443
H -3.339 3.541 0.773
H -1.852 1.197 1.426
H -3.560 1.321 1.179
H -2.841 1.537 2.796
H 4.875 0.712 1.873
H 5.458 1.847 -0.545
H 2.107 1.420 -1.006
H 3.767 -2.443 0.724
H 3.128 -1.036 1.497
H 1.497 -2.788 0.394
H 2.013 -2.113 -1.139
H 1.187 -1.094 0.016
H 3.888 4.094 -1.524
C -5.931 -2.358 2.602
C -5.218 -3.233 1.579
C -4.446 -2.200 0.772
O -4.135 -1.130 1.669
C -4.889 -1.290 2.879
H -6.239 -2.894 3.500
H -6.819 -1.906 2.153
H -4.528 -3.907 2.086
H -5.890 -3.834 0.968
H -5.054 -1.795 -0.045
H -3.521 -2.599 0.349
H -4.197 -1.608 3.670
H -5.326 -0.340 3.163
C 3.103 -0.891 -4.180
C 3.452 -1.336 -5.592
C 2.126 -1.147 -6.317
O 1.459 -0.058 -5.669
C 2.138 0.252 -4.444
H 3.965 -0.591 -3.589
H 2.591 -1.698 -3.648
H 4.209 -0.672 -6.011
H 3.826 -2.357 -5.651
H 1.493 -2.037 -6.228
H 2.252 -0.917 -7.377
H 2.672 1.199 -4.581
H 1.409 0.379 -3.645
C 8.196 -2.295 -3.609
C 8.562 -2.733 -5.021
C 7.245 -2.539 -5.758
O 6.573 -1.452 -5.114
C 7.234 -1.148 -3.881
H 9.051 -1.996 -3.005
H 7.677 -3.105 -3.090
H 9.324 -2.067 -5.432
H 8.935 -3.755 -5.082
H 6.610 -3.428 -5.679
H 7.382 -2.304 -6.814
H 7.770 -0.202 -4.006
H 6.491 -1.025 -3.091
C 2.006 7.015 -4.377
C 2.500 5.937 -5.334
C 3.586 5.265 -4.511
O 3.191 5.382 -3.137
C 2.100 6.307 -3.035
H 1.000 7.370 -4.598
H 2.683 7.872 -4.399
H 1.696 5.228 -5.544
H 2.868 6.325 -6.283
H 4.549 5.772 -4.633
H 3.715 4.211 -4.761
H 1.191 5.737 -2.823
H 2.280 6.992 -2.207
C -5.464 -7.487 4.820
C -6.627 -7.907 3.930
C -6.810 -6.676 3.056
O -5.518 -6.076 2.919
C -4.615 -6.673 3.855
H -4.921 -8.322 5.260
H -5.826 -6.850 5.630
H -6.336 -8.763 3.317
H -7.528 -8.175 4.481
H -7.476 -5.947 3.531
H -7.206 -6.914 2.068
H -3.921 -7.315 3.298
H -4.039 -5.892 4.354
C -1.286 -5.997 2.175
C -0.435 -6.812 1.210
C 0.183 -5.725 0.345
O 0.319 -4.567 1.177
C -0.417 -4.766 2.392
H -1.523 -6.518 3.103
H -2.224 -5.715 1.695
H 0.345 -7.344 1.760
H -1.002 -7.542 0.633
H -0.468 -5.466 -0.497
H 1.162 -6.004 -0.048
H 0.302 -4.926 3.203
H -0.999 -3.870 2.616
C -9.449 1.530 3.357
C -8.646 2.435 2.431
C -7.221 1.983 2.713
O -7.294 0.595 3.060
C -8.661 0.231 3.281
H -10.491 1.411 3.061
H -9.426 1.925 4.375
H -8.906 2.227 1.390
H -8.798 3.498 2.613
H -6.793 2.525 3.563
H -6.560 2.108 1.855
H -8.991 -0.385 2.438
H -8.735 -0.362 4.194

---

[2]
156
Properties=species:S:1:pos:R:3 method="wB97M-V/def2-TZVPD" homo_ev=-4.2 total_charge=-1
C 3.725 6.917 -2.164
C 2.722 5.931 -2.782
Cl 1.196 5.973 -1.834
C 2.413 6.275 -4.253
C 1.501 5.193 -4.866
O 0.269 5.608 -5.384
B -0.193 4.346 -6.073
C -1.227 3.625 -4.995
C -2.533 4.369 -4.812
O -3.245 3.789 -3.656
Si -4.728 3.170 -4.055
C -5.779 4.637 -4.649
C -5.556 2.364 -2.556
C -4.634 1.833 -5.387
O 1.004 3.482 -6.297
C 2.061 4.402 -6.086
C 3.497 3.831 -5.971
C 3.554 2.298 -5.813
C 4.560 1.873 -4.719
N 4.000 2.152 -3.393
C 3.867 1.010 -2.495
C 2.418 0.471 -2.591
C 1.426 1.272 -3.137
C 0.141 0.819 -3.275
C -0.180 -0.466 -2.831
C 0.791 -1.246 -2.268
C 2.092 -0.789 -2.154
O 3.037 -1.626 -1.565
H 4.569 6.971 -2.866
H 4.098 6.526 -1.210
H 3.297 7.910 -2.004
H 3.202 4.946 -2.753
H 1.903 7.246 -4.241
H 3.366 6.317 -4.797
H 1.380 4.417 -4.082
H -0.889 4.571 -7.062
H -1.474 2.595 -5.314
H -0.736 3.587 -4.008
H -3.168 4.304 -5.709
H -2.368 5.423 -4.557
H -5.762 5.369 -3.829
H -6.816 4.342 -4.854
H -5.335 5.131 -5.519
H -4.935 1.568 -2.127
H -5.800 3.098 -1.780
H -6.487 1.900 -2.912
H -5.557 1.236 -5.376
H -4.454 2.226 -6.393
H -3.813 1.140 -5.159
H 2.038 5.034 -6.996
H 3.975 4.281 -5.086
H 4.068 4.192 -6.834
H 3.972 1.895 -6.753
H 2.574 1.836 -5.679
H 4.810 0.820 -4.879
H 5.473 2.473 -4.864
H 4.455 2.931 -2.943
H 4.526 0.176 -2.776
H 4.079 1.275 -1.452
H 1.613 2.282 -3.484
H -0.600 1.475 -3.721
H -1.216 -0.782 -2.931
H 0.514 -2.236 -1.903
H 3.040 -2.486 -1.999
C -2.968 2.954 0.653
O -2.407 1.682 0.914
C -1.058 1.559 0.474
C -0.207 0.841 1.500
O 0.051 1.571 2.698
C -1.022 1.788 3.599
C -1.546 0.545 4.294
O -2.273 -0.280 3.397
C -2.058 -1.659 3.583
H -3.263 3.038 -0.398
H -3.853 3.061 1.282
H -2.271 3.760 0.907
H -0.619 2.540 0.267
H -1.060 0.972 -0.450
H 0.777 0.685 1.050
H -0.602 -0.151 1.725
H -1.830 2.343 3.122
H -0.612 2.439 4.377
H -2.231 0.850 5.097
H -0.706 -0.001 4.739
H -0.996 -1.885 3.730
H -2.388 -2.173 2.680
H -2.642 -2.024 4.437
C -5.443 -1.899 1.740
O -6.005 -2.642 2.809
C -6.982 -1.927 3.546
C -8.181 -2.794 3.875
O -9.002 -3.136 2.766
C -8.491 -4.044 1.800
C -8.306 -5.469 2.285
O -7.208 -5.578 3.179
C -7.435 -6.456 4.257
H -4.697 -1.194 2.120
H -4.960 -2.603 1.063
H -6.213 -1.362 1.178
H -7.318 -1.041 2.997
H -6.516 -1.603 4.486
H -8.829 -2.211 4.534
H -7.891 -3.683 4.437
H -7.578 -3.660 1.344
H -9.246 -4.072 1.010
H -8.096 -6.111 1.420
H -9.232 -5.812 2.759
H -8.430 -6.308 4.692
H -6.695 -6.235 5.027
H -7.319 -7.499 3.941
C 3.172 -2.461 10.647
O 1.806 -2.113 10.576
C 1.571 -0.713 10.608
C 0.512 -0.297 9.606
O 0.904 -0.382 8.244
C 1.075 -1.668 7.665
C -0.197 -2.477 7.500
O -0.681 -2.943 8.750
C -2.087 -2.895 8.869
H 3.535 -2.389 11.679
H 3.269 -3.492 10.308
H 3.782 -1.829 9.994
H 2.492 -0.156 10.410
H 1.216 -0.462 11.616
H 0.312 0.765 9.774
H -0.430 -0.818 9.778
H 1.840 -2.239 8.194
H 1.466 -1.478 6.662
H 0.015 -3.357 6.879
H -0.948 -1.864 6.989
H -2.489 -1.951 8.487
H -2.333 -2.963 9.928
H -2.550 -3.736 8.342
C 9.496 -5.709 -2.614
O 8.710 -4.903 -3.464
C 7.654 -5.605 -4.102
C 6.367 -4.803 -4.108
O 5.743 -4.653 -2.841
C 6.366 -3.817 -1.872
C 6.374 -2.339 -2.207
O 7.290 -2.056 -3.255
C 6.825 -1.095 -4.176
H 10.202 -6.311 -3.197
H 10.055 -5.047 -1.954
H 8.874 -6.363 -1.993
H 7.474 -6.570 -3.616
H 7.958 -5.785 -5.141
H 5.645 -5.360 -4.711
H 6.497 -3.838 -4.599
H 7.368 -4.174 -1.630
H 5.766 -3.936 -0.966
H 6.696 -1.774 -1.323
H 5.359 -2.026 -2.468
H 5.781 -1.278 -4.450
H 7.430 -1.179 -5.080
H 6.932 -0.084 -3.770

---

[3]
159
Properties=species:S:1:pos:R:3 method="wB97M-V/def2-TZVPD" homo_ev=-9.7 total_charge=+1
C 5.578 -2.290 2.560
O 5.195 -2.509 1.133
C 3.729 -2.390 0.996
C 3.395 -0.759 0.988
C 2.137 -0.414 2.024
C 2.134 1.239 2.179
C 0.745 1.827 2.836
C 0.246 3.087 1.862
C -0.921 3.967 2.666
C -2.344 3.625 1.923
C -3.633 3.839 2.966
C -4.120 2.396 3.640
N -5.406 1.854 2.981
C -5.566 0.491 2.935
N -4.623 -0.634 3.411
C -4.568 -1.506 2.139
Br -3.171 -0.768 0.849
C -4.396 -3.085 2.579
C -2.869 -3.519 2.990
C -3.023 -4.918 3.893
Cl -1.839 -4.046 1.495
C -5.954 -1.142 1.286
C -6.726 -2.343 0.482
C -5.759 -2.842 -0.782
C -5.560 -1.657 -1.916
O -6.372 -4.039 -1.448
N -6.717 -0.359 2.368
I -8.419 0.641 1.778
H 6.699 -2.689 2.654
H 5.493 -1.144 2.877
H 4.859 -2.875 3.282
H 3.398 -2.878 -0.029
H 3.157 -2.939 1.881
H 4.339 -0.102 1.275
H 3.115 -0.440 -0.125
H 2.265 -0.965 3.065
H 1.114 -0.832 1.577
H 3.022 1.585 2.870
H 2.344 1.702 1.108
H -0.057 0.972 2.899
H 0.916 2.201 3.954
H 1.176 3.772 1.600
H -0.187 2.673 0.836
H -0.654 5.121 2.657
H -0.962 3.627 3.806
H -2.304 2.524 1.522
H -2.515 4.368 1.011
H -3.321 4.557 3.851
H -4.498 4.307 2.296
H -3.240 1.624 3.467
H -4.264 2.532 4.808
H -6.119 2.507 2.590
H -5.262 -1.110 4.098
H -5.076 -3.275 3.515
H -4.751 -3.850 1.748
H -2.286 -2.715 3.632
H -1.944 -5.311 4.141
H -3.493 -5.726 3.150
H -3.701 -4.757 4.851
H -5.590 -0.266 0.597
H -7.755 -1.959 0.028
H -6.864 -3.278 1.172
H -4.720 -3.234 -0.351
H -5.102 -0.659 -1.490
H -4.885 -1.972 -2.825
H -6.643 -1.384 -2.299
H -7.267 -3.769 -1.848
C -14.645 -1.394 -3.918
O -14.290 -1.510 -2.549
C -14.097 -2.867 -2.147
C -12.992 -2.966 -1.092
O -11.669 -2.812 -1.623
C -11.304 -1.490 -2.044
C -11.133 -0.496 -0.888
O -12.406 -0.083 -0.394
C -12.381 0.229 0.990
H -15.637 -1.816 -4.090
H -14.655 -0.333 -4.179
H -13.905 -1.891 -4.553
H -13.836 -3.501 -3.005
H -15.042 -3.216 -1.721
H -13.020 -3.979 -0.675
H -13.162 -2.286 -0.256
H -11.995 -1.116 -2.801
H -10.332 -1.600 -2.539
H -10.612 0.396 -1.246
H -10.538 -0.967 -0.096
H -11.987 -0.612 1.568
H -13.408 0.413 1.316
H -11.782 1.124 1.166
C 9.890 0.917 -4.369
O 9.016 -0.191 -4.210
C 9.632 -1.429 -4.568
C 9.118 -2.565 -3.679
O 9.653 -2.548 -2.349
C 9.175 -1.506 -1.487
C 7.708 -1.669 -1.071
O 6.842 -1.300 -2.143
C 5.620 -2.022 -2.134
H 10.108 1.079 -5.426
H 9.394 1.803 -3.964
H 10.816 0.761 -3.808
H 10.725 -1.368 -4.480
H 9.371 -1.632 -5.610
H 9.460 -3.510 -4.117
H 8.028 -2.612 -3.664
H 9.367 -0.523 -1.919
H 9.790 -1.572 -0.582
H 7.490 -1.008 -0.228
H 7.535 -2.709 -0.767
H 5.809 -3.100 -2.132
H 5.072 -1.774 -3.047
H 5.020 -1.740 -1.267
C 12.995 -3.801 -3.874
O 12.912 -4.640 -5.016
C 11.768 -4.354 -5.823
C 12.084 -4.571 -7.305
O 12.895 -3.538 -7.882
C 14.271 -3.510 -7.475
C 15.098 -4.685 -8.011
O 14.813 -5.873 -7.273
C 14.949 -7.049 -8.055
H 12.179 -4.021 -3.182
H 13.949 -3.994 -3.378
H 12.972 -2.747 -4.166
H 11.425 -3.321 -5.673
H 10.974 -5.040 -5.514
H 11.137 -4.536 -7.856
H 12.512 -5.557 -7.493
H 14.357 -3.414 -6.392
H 14.681 -2.588 -7.902
H 16.164 -4.469 -7.889
H 14.879 -4.822 -9.077
H 14.334 -6.987 -8.957
H 14.596 -7.896 -7.461
H 15.996 -7.209 -8.320
C -3.092 7.807 2.875
O -3.192 7.715 4.288
C -1.922 7.820 4.934
C -2.058 8.538 6.280
O -2.247 9.955 6.163
C -3.526 10.386 5.675
C -4.678 10.147 6.660
O -5.047 8.769 6.670
C -5.545 8.345 7.930
H -2.571 6.935 2.475
H -4.104 7.841 2.463
H -2.576 8.726 2.583
H -1.202 8.360 4.306
H -1.557 6.802 5.098
H -1.112 8.416 6.819
H -2.829 8.089 6.908
H -3.736 9.956 4.695
H -3.430 11.468 5.526
H -5.554 10.722 6.346
H -4.369 10.479 7.659
H -4.825 8.567 8.723
H -5.686 7.261 7.892
H -6.502 8.825 8.140

---

no.,LUMO energy (eV),HOMO-LUMO gap (eV)
1,0.667,9.45
2,1.776,5.98
3,-4.144,5.60